(1)
C26H31N5O2 | wB97M-V/def2-TZVPD

The SMILES is CCOCCCn1c(C)nc2c(c1=O)c1nc3ccccc3nc1n2CCC1=CCCCC1. The value obtained for the calculated total energy is -1433.67639 Eh. Its frontier orbital gap is 7.86 eV. The calculation puts the energy above the lowest of the compared OMol25 structures with the same formula, charge and spin at 97.7 kJ/mol. As for the highest occupied orbital energy: -8.06 eV. The LUMO energy is -0.2013 eV.

Geometry as XYZ:
```
64
C26H31N5O2 wB97M-V/def2-TZVPD
C -4.45794 -1.56119 2.92106
C -3.67479 -1.02231 1.72640
O -4.09588 0.25398 1.29464
C -5.37381 0.28449 0.68946
C -5.51471 1.60100 -0.07410
H -6.56530 1.76130 -0.31912
H -5.18455 2.40299 0.58771
C -4.71213 1.61334 -1.38032
N -3.30291 1.34297 -1.16117
C -2.43615 2.30968 -0.79065
N -1.18905 2.09811 -0.47799
C -0.78548 0.81820 -0.50382
C -1.58175 -0.26303 -0.88933
C -2.93555 -0.03742 -1.27659
O -3.74705 -0.84297 -1.67859
C -0.76739 -1.42900 -0.75884
N -0.98772 -2.70317 -0.95964
C 0.06075 -3.51982 -0.71979
C -0.10168 -4.90578 -0.92318
C 0.93786 -5.76321 -0.69762
C 2.18253 -5.28034 -0.25919
C 2.37680 -3.94376 -0.04857
C 1.32727 -3.03235 -0.27057
N 1.54655 -1.71239 -0.05117
C 0.51639 -0.94909 -0.29480
N 0.46295 0.40747 -0.14479
C 1.57793 1.22904 0.24553
H 1.18426 2.17876 0.60854
H 2.09470 0.71005 1.05700
C 2.55314 1.44967 -0.92632
C 3.95850 1.60495 -0.41580
C 4.51205 2.78876 -0.19595
C 5.89565 2.98216 0.34512
C 6.71053 1.69283 0.29060
C 5.86679 0.52622 0.79209
C 4.68311 0.31581 -0.14623
H 5.03945 -0.08828 -1.10002
H 3.98582 -0.41697 0.26675
H 5.50223 0.75092 1.79673
H 6.46839 -0.38311 0.84620
H 7.61575 1.79838 0.89183
H 7.01204 1.49685 -0.74049
H 5.81865 3.32804 1.38218
H 6.40159 3.77205 -0.21646
H 3.95318 3.69425 -0.39351
H 2.50995 0.57244 -1.57568
H 2.24403 2.32266 -1.50207
H 3.32498 -3.55263 0.28764
H 2.98958 -5.97796 -0.08920
H 0.81063 -6.82402 -0.85646
H -1.06563 -5.25142 -1.26237
C -2.87638 3.73770 -0.75896
H -2.02766 4.34139 -0.45201
H -3.20362 4.06215 -1.74577
H -3.69177 3.88611 -0.05620
H -5.07609 0.80808 -2.02562
H -4.83598 2.56745 -1.89419
H -6.15909 0.22644 1.45786
H -5.48755 -0.56658 0.00527
H -3.72593 -1.73564 0.89168
H -2.62543 -0.88381 2.00285
H -3.98478 -2.47125 3.27883
H -5.48350 -1.79154 2.64300
H -4.46680 -0.82764 3.72416
```

---

(2)
C26H31N6O7Zr | wB97M-V/def2-TZVPD

The value obtained for the calculated total energy is -1911.67241 Eh. Its frontier orbital gap is 8.23 eV. The calculation puts the energy above the lowest of the compared OMol25 structures with the same formula, charge and spin at 0.0 kJ/mol. As for the total charge: +1. As for the highest occupied orbital energy: -11.17 eV. The LUMO energy is -2.9397 eV.

Geometry as XYZ:
```
71
C26H31N6O7Zr wB97M-V/def2-TZVPD
Zr -0.32022 0.47354 0.77339
O 0.36558 -1.32088 1.29483
C 1.14708 -1.95466 2.17449
C 1.49273 -3.28519 1.96440
C 2.29469 -3.93662 2.88550
C 2.75014 -3.28643 4.02878
C 2.39165 -1.97286 4.24486
C 1.59780 -1.28473 3.31919
C 1.24032 0.08255 3.60737
N 0.63849 0.91676 2.84080
C 0.37897 2.24248 3.44320
C -0.78026 2.93307 2.73312
N -0.50988 2.73417 1.31485
C -0.13358 3.73654 0.61173
C 0.58646 3.66520 -0.63658
C 0.74529 4.82434 -1.41096
C 1.59949 4.83983 -2.48881
C 2.36149 3.70374 -2.76704
C 2.25034 2.55970 -2.00202
C 1.33436 2.51070 -0.94719
O 1.18893 1.39654 -0.23747
H 1.11950 -3.79375 1.08524
H 2.56321 -4.97091 2.71380
H 3.36901 -3.80726 4.74522
H 2.72475 -1.45864 5.13848
H 1.52542 0.41913 4.60637
H 1.28046 2.84895 3.32236
H 0.16602 2.13410 4.50700
H -0.79596 3.99462 2.99131
H -1.72646 2.47112 3.00114
H -0.26835 4.73992 1.02566
H 0.18943 5.71600 -1.14468
H 1.70400 5.72896 -3.09386
H 3.06238 3.72120 -3.59174
H 2.85982 1.68898 -2.20477
O -4.09398 1.91659 -0.26580
C -3.23136 0.92943 -0.26403
O -2.06224 1.09493 -0.60546
C -3.88243 -0.39819 0.05758
O -2.97960 -1.38685 0.45541
C -3.02195 -1.72705 1.83737
C -2.28690 -0.70217 2.69276
O -1.98580 -0.90912 3.83776
O -2.03626 0.41163 2.02023
H -3.65814 2.72811 -0.57859
H -4.67778 -0.22253 0.78423
H -4.35999 -0.71212 -0.87944
H -4.05356 -1.82013 2.18772
H -2.53654 -2.69479 1.94395
C 1.32516 -1.32310 -1.55188
N 1.62484 -2.03990 -2.77584
C 1.35172 -1.16273 -3.91485
N -0.04662 -0.72814 -3.93592
C -0.33405 -0.01666 -2.70352
N -0.09927 -0.85636 -1.49067
C -0.95213 -2.06979 -1.63701
N -0.66885 -2.80557 -2.85644
C 0.74031 -3.20284 -2.85987
C -0.89708 -1.91826 -3.99881
H 1.96968 -0.45016 -1.46651
H 1.50125 -1.97561 -0.69912
H 1.57370 -1.69603 -4.83967
H 1.99731 -0.28443 -3.85365
H -1.37800 0.29358 -2.71014
H 0.29704 0.86801 -2.64363
H -1.99516 -1.75967 -1.65034
H -0.79104 -2.70900 -0.76799
H 0.95307 -3.75149 -3.77787
H 0.93074 -3.85898 -2.00831
H -1.94454 -1.60947 -4.00948
H -0.68468 -2.46133 -4.92013
```

---

(3)
C26H31NO2ReSbSe4Te | wB97M-V/def2-TZVPD

The value obtained for the calculated total energy is -11406.87357 Eh. Its frontier orbital gap is 5.96 eV. The calculation puts the energy above the lowest of the compared OMol25 structures with the same formula, charge and spin at 0.0 kJ/mol. As for the highest occupied orbital energy: -7.67 eV. The LUMO energy is -1.7077 eV.

Geometry as XYZ:
```
67
C26H31NO2ReSbSe4Te wB97M-V/def2-TZVPD
Re -1.09597 1.19720 2.75470
Se 1.31005 2.19656 7.27519
Sb 1.02187 2.95293 5.05442
Se -1.55619 2.66021 4.51515
Se 1.14598 0.87359 3.42197
Se 1.94395 4.79450 3.91554
C -1.66492 -1.08930 4.89638
O -1.98487 -0.53637 3.58161
H -0.75452 -1.67878 4.81669
H -2.51316 -1.68134 5.22870
H -1.49937 -0.24027 5.55263
H -2.21609 -1.23462 2.94133
C 4.03777 -4.13754 -3.86895
C 3.27868 -3.07716 -3.12097
C 2.10897 -2.53170 -3.63351
C 1.40246 -1.54471 -2.95669
C 0.13664 -1.01235 -3.57241
C 1.87954 -1.09514 -1.71581
Te 0.84186 0.46226 -0.71413
N -1.15273 2.23740 1.39199
C -1.69709 3.30105 0.64692
O -2.88500 3.49828 0.68721
C -0.69726 4.07064 -0.11827
C -1.10857 4.79154 -1.23720
C -0.17687 5.51255 -1.96177
C 1.15233 5.53419 -1.55222
C 1.55459 4.83809 -0.42195
C 0.63249 4.09318 0.29606
C -0.93592 -0.60971 -0.20909
C -2.19241 -0.20278 -0.67513
C -2.41314 0.95338 -1.61212
C -3.33194 -0.89484 -0.25686
C -3.26783 -1.98221 0.59533
C -4.50604 -2.72679 1.01329
C -2.00816 -2.38817 1.03564
C -0.84186 -1.72785 0.64977
C 0.47641 -2.27739 1.12357
C 3.05879 -1.62898 -1.17640
C 3.67255 -1.20818 0.13547
C 3.73322 -2.61238 -1.89688
H 3.56651 -4.36198 -4.82496
H 4.08774 -5.06307 -3.29265
H 5.06334 -3.82053 -4.06417
H 1.73613 -2.87986 -4.59059
H -0.00744 -1.42501 -4.57009
H 0.15864 0.07600 -3.64426
H -0.73576 -1.27309 -2.96775
H -2.15197 4.77259 -1.52437
H -0.48216 6.06491 -2.84061
H 1.87756 6.10554 -2.11759
H 2.58504 4.87560 -0.09435
H 0.93397 3.56278 1.19115
H -1.48295 1.38215 -1.97728
H -2.98321 1.73837 -1.11282
H -3.00467 0.62941 -2.47071
H -4.29829 -0.56674 -0.62447
H -5.39690 -2.29604 0.55980
H -4.63975 -2.70345 2.09722
H -4.44843 -3.77547 0.71780
H -1.92475 -3.27178 1.66665
H 0.32110 -3.11049 1.81031
H 1.07761 -1.51531 1.61958
H 1.06872 -2.64201 0.28232
H 3.08168 -0.46640 0.66664
H 4.66511 -0.78640 -0.03167
H 3.79727 -2.07508 0.78782
H 4.64763 -3.02360 -1.48014
```